(1)
24
Properties=species:S:1:pos:R:3:forces:R:3 method="wB97M-V/def2-TZVPD" homo_lumo_gap_ev=8.4 e_above_lowest_kcal_mol=24.2 homo_ev=-7.8 e_tot_ev=-14450.5035 multiplicity=1
C 3.35329 2.34224 -5.14095 0.3 0.7 -0.1
C 2.26299 1.57951 -4.49492 -0.7 -1.1 0.9
C 2.35665 1.01806 -3.22895 1.8 0.0 -0.9
N 1.30143 0.16095 -3.07462 -0.1 0.6 -0.3
C 0.55633 0.36421 -4.18063 -1.1 -2.4 -0.6
N 1.07996 1.13677 -5.10581 1.2 0.0 1.6
H 4.22568 1.68410 -5.29061 -0.3 0.3 0.0
H 3.63520 3.14623 -4.44043 0.2 -0.2 -0.5
H 3.08562 2.79727 -6.10941 0.0 -0.3 0.5
H 3.26286 0.96827 -2.62529 -0.6 0.2 0.1
H 1.18414 -0.60402 -2.40561 0.0 0.9 -0.4
H -0.29582 -0.30111 -4.31949 -0.1 0.6 -0.1
C -1.66343 6.24542 -3.29388 0.1 -0.1 -0.3
C -1.54201 4.84630 -3.85968 1.3 -0.5 0.6
C -0.37917 4.22188 -4.40761 -2.1 1.7 -0.1
N -0.85925 3.02631 -4.86104 2.6 0.4 -0.2
C -2.08201 2.88292 -4.46321 -3.2 -0.6 1.7
N -2.58743 3.94008 -3.77942 1.8 -0.4 -1.8
H -1.04860 6.91943 -3.91380 -0.3 -0.1 0.4
H -1.31386 6.31111 -2.24980 -0.1 -0.1 -0.4
H -2.71142 6.58678 -3.33615 0.5 -0.2 0.0
H 0.61364 4.55852 -4.70610 -0.5 0.1 0.3
H -0.19676 2.32274 -5.19666 -0.6 -0.1 -0.3
H -2.56709 1.91082 -4.55158 -0.2 0.5 -0.1

(2)
24
Properties=species:S:1:pos:R:3:forces:R:3 method="wB97M-V/def2-TZVPD" homo_lumo_gap_ev=8.9 e_above_lowest_kcal_mol=7.4 homo_ev=-8.3 e_tot_ev=-14451.2305 multiplicity=1
C 3.30828 -1.06742 -1.32908 0.2 0.0 0.2
C 2.24687 -1.21236 -0.29268 -0.1 0.2 0.1
C 1.67602 -0.24264 0.48771 0.4 -0.1 -0.4
N 0.74612 -0.88371 1.25640 -0.3 -0.1 0.2
C 0.77180 -2.19504 0.90641 0.1 0.0 -0.1
N 1.67191 -2.42695 -0.01478 -0.1 -0.1 0.0
H 3.88659 -1.98655 -1.39379 -0.1 -0.1 -0.1
H 4.00135 -0.27233 -1.05680 0.0 0.1 -0.1
H 2.89167 -0.84339 -2.31096 0.0 0.0 0.0
H 1.87752 0.81258 0.53750 -0.1 0.0 0.1
H 0.09806 -0.43893 1.88338 0.0 -0.1 0.0
H 0.14122 -2.95337 1.34084 -0.1 0.1 0.1
C -1.12569 2.62953 -0.89054 -0.2 -0.1 0.3
C -1.74423 1.42058 -0.26345 0.0 -0.1 0.0
C -2.46675 1.33360 0.89447 0.2 0.3 -0.2
N -2.78710 0.00572 1.03787 0.1 -0.2 0.0
C -2.24921 -0.64487 -0.02949 0.0 -0.1 0.0
N -1.61961 0.17160 -0.82915 0.0 0.1 0.0
H -0.16106 2.84597 -0.43207 0.1 0.0 -0.1
H -1.77004 3.49540 -0.74640 0.0 0.1 -0.1
H -0.98218 2.46346 -1.95348 0.0 0.0 -0.1
H -2.76985 2.10384 1.57847 -0.1 -0.1 0.1
H -3.33129 -0.40237 1.77599 0.0 0.0 0.0
H -2.31038 -1.71236 -0.15639 -0.1 0.0 0.0